The following is a DFT calculation (wB97M-V/def2-TZVPD) of a structure of composition C52H41N5O2SSiTa.

HOMO level = -9.711 eV
E = -3175.20053 Eh
Total charge = +1
ΔE to the lowest compared entry with this formula, charge and spin = 10.2 kJ/mol

Last column: Löwdin charge in e.
Positions of all 103 atoms, in Å:
Ta -0.197 -0.151 -0.150  1.79
C -7.521 2.058 -1.872  -0.08
C -6.852 2.357 -0.693  -0.07
C -5.546 1.927 -0.509  -0.03
C -4.903 1.195 -1.502  -0.23
C -5.577 0.897 -2.680  -0.03
C -6.883 1.329 -2.864  -0.07
C -3.496 0.737 -1.300  -0.07
C -2.463 1.619 -1.591  -0.22
C -2.689 2.971 -2.004  0.03
C -1.485 3.585 -2.005  0.03
C -0.515 2.598 -1.645  -0.22
C 0.847 2.848 -1.616  -0.06
C 1.313 4.252 -1.761  -0.21
C 1.195 5.125 -0.684  -0.02
C 1.598 6.446 -0.807  -0.06
C 2.118 6.905 -2.009  -0.07
C 2.237 6.039 -3.086  -0.06
C 1.837 4.716 -2.964  -0.03
C 1.773 1.816 -1.577  -0.23
N 1.454 0.484 -1.387  -0.08
C 2.621 -0.206 -1.666  -0.28
C 2.794 -1.583 -1.598  -0.10
C 4.136 -2.136 -1.932  -0.22
C 4.330 -2.846 -3.113  -0.03
C 5.578 -3.372 -3.413  -0.07
C 6.637 -3.195 -2.534  -0.08
C 6.448 -2.487 -1.356  -0.07
C 5.202 -1.956 -1.056  -0.03
C 1.801 -2.464 -1.202  -0.24
C 2.010 -3.872 -1.047  0.04
C 0.845 -4.397 -0.604  0.04
C -0.084 -3.313 -0.500  -0.23
N 0.508 -2.124 -0.848  -0.02
C -1.423 -3.479 -0.174  -0.08
C -2.344 -2.454 -0.294  -0.22
C -3.759 -2.648 -0.225  0.04
C -4.338 -1.478 -0.576  0.04
C -3.283 -0.549 -0.842  -0.20
N -2.051 -1.141 -0.622  -0.01
C -1.896 -4.832 0.232  -0.22
C -1.727 -5.255 1.547  -0.02
C -2.161 -6.512 1.940  -0.07
C -2.764 -7.357 1.019  -0.08
C -2.929 -6.943 -0.295  -0.07
C -2.496 -5.685 -0.688  -0.03
C 3.658 0.706 -2.020  0.03
C 3.149 1.958 -1.912  0.04
N -1.121 1.376 -1.430  0.00
H -8.539 2.394 -2.017  0.11
H -7.348 2.924 0.084  0.11
H -5.021 2.155 0.411  0.11
H -5.076 0.328 -3.454  0.13
H -7.403 1.096 -3.784  0.11
H -3.652 3.386 -2.250  0.13
H -1.257 4.608 -2.256  0.13
H 0.788 4.764 0.253  0.11
H 1.506 7.116 0.037  0.11
H 2.429 7.936 -2.106  0.11
H 2.638 6.392 -4.027  0.11
H 1.923 4.042 -3.808  0.13
H 3.501 -2.981 -3.797  0.13
H 5.723 -3.918 -4.336  0.11
H 7.609 -3.608 -2.768  0.11
H 7.271 -2.350 -0.667  0.11
H 5.049 -1.404 -0.137  0.12
H 2.932 -4.385 -1.258  0.12
H 0.615 -5.426 -0.384  0.13
H -4.235 -3.581 0.024  0.12
H -5.385 -1.252 -0.678  0.13
H -1.248 -4.594 2.260  0.11
H -2.026 -6.833 2.964  0.11
H -3.103 -8.337 1.325  0.11
H -3.393 -7.601 -1.017  0.11
H -2.620 -5.362 -1.715  0.13
H 4.652 0.421 -2.319  0.13
H 3.646 2.895 -2.097  0.12
O -0.668 -1.344 1.533  -0.29
N 0.003 -1.307 2.687  -0.15
C -0.627 -1.823 3.767  -0.02
C 0.000 -1.858 4.978  -0.03
C 1.300 -1.348 5.077  -0.04
C 1.916 -0.833 3.966  -0.07
C 1.256 -0.814 2.726  -0.60
S 1.938 -0.240 1.266  0.83
H -1.627 -2.177 3.568  0.14
H -0.518 -2.270 5.831  0.12
H 1.819 -1.359 6.026  0.12
H 2.919 -0.434 4.006  0.12
C 0.287 2.711 3.278  -0.14
Si -1.226 2.143 2.347  0.37
C -2.169 3.584 1.624  -0.14
C -2.361 1.085 3.402  -0.14
O -0.700 1.196 1.080  -0.47
H 0.013 3.421 4.062  0.04
H 1.001 3.201 2.614  0.03
H 0.797 1.871 3.754  0.02
H -2.773 4.063 2.399  0.04
H -2.844 3.244 0.836  0.01
H -1.518 4.344 1.190  0.03
H -3.258 1.637 3.687  0.04
H -1.874 0.751 4.319  0.03
H -2.683 0.204 2.842  0.03